17
Properties=species:S:1:pos:R:3:forces:R:3:lowdin_charge:R:1 method="wB97M-V/def2-TZVPD" orbital_gap_ev=11.47 e_above_lowest_ev=3.594 multiplicity=1 total_energy_ev=-9885.9935 e_lumo_ev=-3.98 homo_energy_ev=-15.447 charge=+1
C -1.9252 0.4809 -1.4470 -2.862 0.095 -0.108 0.15
C -0.7484 0.2906 -1.0306 -0.213 -0.172 -0.850 -0.12
C 0.6619 -0.2948 1.5917 -0.577 -2.339 0.717 -0.01
C 0.3624 -1.2434 0.3939 2.357 -0.447 0.725 -0.35
N 0.3097 -0.3128 -0.8266 1.222 -0.602 -0.370 0.15
O 0.1438 2.5485 -0.5827 0.064 -0.371 0.066 -0.01
O -0.7882 -2.0140 0.5424 -0.189 4.778 -0.068 0.07
H -2.3362 -0.3940 -1.9622 0.473 -0.031 -0.130 0.13
H -2.7574 1.1687 -1.2643 1.054 0.396 0.166 0.12
H -0.1952 0.3820 1.6893 0.660 0.443 -0.125 0.09
H 1.6881 0.0912 1.4429 -0.872 0.412 0.273 0.10
H 0.6246 -0.9233 2.5513 0.310 0.798 -1.422 0.12
H 1.2958 -1.8444 0.1537 -1.253 0.333 0.434 0.17
H 1.1126 -0.1758 -1.4995 -0.936 -0.255 1.254 0.22
H 0.5206 3.2968 -0.1494 1.285 0.439 1.521 0.06
H -0.3688 3.0964 -1.1477 -1.370 0.155 -1.625 0.05
H -0.6238 -2.9003 0.4788 0.849 -3.631 -0.458 0.07